[1]
Entry from the OMol25 dataset: an isolated ion of composition C9H17N2O and charge +1 (ωB97M-V/def2-TZVPD).

Summary:
**LUMO energy**: -4.9 eV
**SMILES string**: C/C=C(\CC)[C@H]1O/[N+]1=N\CCC
**E**: -537.40305 a.u.
**Net charge**: +1
**Energy above the lowest of the compared OMol25 structures with the same formula, charge and spin**: 616.5 kJ/mol

Each line ends with the natural charge from an NBO analysis.
Element x y z (Å)
C -2.881519 -1.328523 -0.234459  0.003
C -1.886257 -0.411327 -0.180543  -0.159
C -0.711582 -0.552901 -1.003626  0.261
C -3.937271 -1.413052 0.787329  -0.666
C -2.116842 2.024959 -0.411857  -0.621
C 4.344437 -0.869490 1.088264  -0.637
C -1.911767 0.867015 0.571374  -0.458
C 4.056844 -0.311825 -0.385525  -0.375
C 2.803765 0.626786 -0.307278  -0.326
N 1.648687 -0.157648 0.002536  0.041
N 0.632536 -0.140209 -0.660808  0.252
O -0.025555 0.632019 -1.600241  -0.276
H -2.864494 -2.123008 -1.040514  0.223
H -0.692296 -1.420704 -1.783299  0.248
H -4.659168 -0.744733 0.807793  0.242
H -3.468466 -1.428590 1.703447  0.238
H -4.416190 -2.441893 0.671966  0.239
H -2.923562 1.591596 -1.099473  0.210
H -1.337328 2.421406 -1.116822  0.228
H -2.562206 2.901591 0.012920  0.236
H 4.745978 -0.038304 1.772819  0.220
H 3.427302 -1.337258 1.498614  0.221
H 5.289906 -1.526776 1.031384  0.242
H -1.063358 0.951787 1.251295  0.218
H -2.829624 0.947159 1.238962  0.248
H 3.855885 -1.130490 -1.033244  0.211
H 4.889248 0.237414 -0.810350  0.236
H 3.015376 1.293966 0.526612  0.263
H 2.906897 1.211821 -1.223778  0.239

Cartesian forces, eV/Å:
1.36 -0.12 -1.40
-0.31 -0.24 0.09
0.25 -2.44 -2.49
1.29 -5.30 -1.77
-1.10 -0.22 -2.39
2.28 0.87 -0.81
-1.21 0.94 1.56
-0.66 -0.27 2.98
2.48 0.64 -0.64
-1.23 -0.54 -1.21
-0.48 0.47 0.57
1.43 -0.30 0.21
0.23 0.91 1.09
0.00 1.44 1.65
-3.37 3.45 -0.28
0.98 0.09 2.30
0.38 1.39 0.23
0.90 0.92 0.61
-0.31 -0.82 1.07
-0.19 0.35 0.67
-1.09 -0.92 -0.95
0.92 0.03 -0.10
-1.91 0.36 0.16
0.21 0.20 -0.06
1.18 -0.50 -0.69
-0.23 -0.73 -0.65
0.05 0.26 0.15
-0.39 0.01 0.23
-1.45 0.07 -0.12



[2]
Entry from the OMol25 dataset: a 15-piece molecular cluster, C21H11B3Cl56F6O7S overall (ωB97M-V/def2-TZVPD).

Summary:
**LUMO energy**: -2.0 eV
**E**: -28175.87337 a.u.
**Net charge**: 0

Each line ends with the Mulliken charge.
Element x y z (Å)
C -0.435751 -8.323291 -0.003582  -0.613
C 0.749767 -7.503404 -0.802465  0.947
O 1.652216 -8.362765 -1.585148  -0.552
C 0.032693 -6.351964 -1.778966  -0.239
O 0.605112 -5.060825 -1.367130  0.024
B 0.796105 -4.140362 -2.505408  -0.058
O 1.513687 -4.555856 -3.762282  -0.059
B 2.392042 -3.407461 -4.058158  0.061
C 4.035337 -3.410132 -4.109519  0.642
C 4.686038 -3.947336 -5.517507  -0.987
F 4.506319 -4.163079 -2.897403  -0.347
O 1.700144 -2.091193 -4.290374  -0.299
B 1.195957 -1.756275 -2.911001  0.323
S 1.830187 -0.177665 -2.116294  1.009
O 2.860532 -0.544277 -0.981066  -0.644
O 2.696914 0.568065 -3.205147  -0.609
C 0.456937 0.970407 -1.481843  0.456
F -0.498421 0.156893 -0.641673  -0.187
F -0.366894 1.496197 -2.633792  -0.113
C 1.064813 2.278040 -0.679926  0.465
F 2.521904 2.502740 -0.914577  -0.186
F 0.881645 2.204198 0.804798  -0.128
F 0.387406 3.563752 -1.093201  -0.164
O 0.274186 -2.741265 -2.311201  -0.131
H -0.063170 -8.848870 0.983695  0.206
H -0.859524 -9.117703 -0.759689  -0.064
H -1.285716 -7.559168 0.259212  0.318
H 1.426289 -6.920825 -0.016426  -0.579
H 1.155463 -9.219453 -1.798722  0.345
H -1.124937 -6.436029 -1.617414  0.127
H 0.256807 -6.667143 -2.883366  0.284
H 4.372658 -2.279363 -3.929237  0.122
H 3.839633 -4.416120 -6.202498  0.242
H 5.179454 -3.049713 -6.115473  0.287
H 5.512756 -4.772695 -5.276988  0.312
C -2.697959 -6.278545 -4.708761  0.164
Cl -4.110483 -5.386901 -5.328631  -0.105
Cl -1.570361 -5.138738 -3.931704  0.001
Cl -3.235680 -7.488059 -3.516089  -0.023
Cl -1.875308 -7.100484 -6.058621  -0.106
C 3.527523 3.609632 2.569728  0.145
Cl 2.114999 4.501275 1.949858  0.004
Cl 4.655120 4.749439 3.346785  -0.028
Cl 2.989802 2.400117 3.762400  -0.115
Cl 4.350174 2.787693 1.219868  -0.085
C 0.207666 -5.687664 2.996786  0.291
Cl -0.920454 -4.352219 2.652661  -0.002
Cl -0.676925 -7.234035 2.970512  -0.105
Cl 1.489751 -5.715763 1.759854  -0.094
Cl 0.938290 -5.448641 4.604117  -0.102
C -2.339774 4.080274 1.462532  0.218
Cl -1.473298 3.572791 2.934324  -0.084
Cl -1.891836 5.756600 1.057889  -0.040
Cl -1.897588 3.004977 0.112442  -0.023
Cl -4.096375 3.986728 1.745471  -0.110
C 6.159164 5.727379 6.997065  0.340
Cl 6.933768 6.800174 8.190208  -0.069
Cl 4.413861 6.078813 6.927312  -0.086
Cl 6.884701 6.001168 5.392953  -0.095
Cl 6.404325 4.029363 7.477784  -0.081
C 8.338853 4.694190 11.281171  0.330
Cl 9.205329 4.186706 12.752963  -0.102
Cl 8.786791 6.370516 10.876528  -0.089
Cl 8.781040 3.618893 9.931081  -0.071
Cl 6.582252 4.600644 11.564111  -0.079
C -1.730719 3.236267 -5.492928  0.231
Cl -2.858839 4.571713 -5.837052  -0.106
Cl -2.615310 1.689896 -5.519201  -0.092
Cl -0.448634 3.208169 -6.729861  -0.088
Cl -1.000094 3.475290 -3.885597  -0.005
C -0.171336 -0.961014 -7.904386  0.281
Cl 0.695140 -1.468498 -6.432593  0.121
Cl 0.276602 0.715312 -8.309029  -0.079
Cl 0.270852 -2.036312 -9.254475  -0.125
Cl -1.927937 -1.054560 -7.621446  -0.115
C -5.035456 -2.873624 2.796318  0.282
Cl -5.709207 -1.250859 3.091591  -0.058
Cl -3.313402 -2.731635 2.361779  -0.031
Cl -5.196483 -3.860867 4.270752  -0.113
Cl -5.922731 -3.651133 1.461149  -0.102
C 2.515448 8.393739 -0.119150  0.144
Cl 1.387328 9.729185 -0.463274  -0.061
Cl 1.630858 6.847368 -0.145423  0.124
Cl 3.797534 8.365641 -1.356083  -0.104
Cl 3.246073 8.632762 1.488180  -0.085
C -1.387946 10.190233 2.738879  0.273
Cl -1.887223 11.537046 1.684694  -0.095
Cl -1.466632 10.708310 4.441776  -0.099
Cl -2.479202 8.804187 2.488740  -0.088
Cl 0.281278 9.711389 2.340308  0.020
C -5.829751 11.730486 -0.153226  0.270
Cl -4.643383 10.789141 0.785335  0.019
Cl -4.994992 12.595253 -1.468449  -0.104
Cl -7.047613 10.629538 -0.845512  -0.105
Cl -6.633014 12.908014 0.915723  -0.096
C -9.358123 0.296851 4.852711  0.322
Cl -8.356873 1.764113 4.714385  -0.087
Cl -10.419695 0.434378 6.277002  -0.100
Cl -10.352994 0.116225 3.385694  -0.093
Cl -8.302928 -1.127312 5.033766  -0.047
C -2.987310 -11.741416 -1.676785  0.337
Cl -3.661061 -10.118651 -1.381511  -0.071
Cl -1.265256 -11.599427 -2.111324  -0.105
Cl -3.148336 -12.728660 -0.202350  -0.090
Cl -3.874585 -12.518926 -3.011953  -0.093

Cartesian forces, eV/Å:
0.38 0.12 -0.69
-0.43 0.81 0.60
-2.22 -0.90 0.58
0.68 -2.93 0.80
-0.85 1.66 -4.36
-0.35 -1.30 1.02
0.66 3.94 2.89
-1.38 -0.56 -0.65
0.64 0.93 0.27
0.03 -0.24 0.01
-0.81 1.14 -2.47
0.98 -1.12 5.69
-2.59 -4.39 -3.08
9.04 2.77 -0.16
-4.95 0.56 -3.06
-4.51 -2.30 3.24
-4.00 0.31 -0.07
3.27 2.77 -2.58
3.15 -2.71 4.31
1.47 3.70 2.43
-5.60 -1.13 0.43
0.63 -0.42 -5.53
2.85 -4.53 0.89
4.31 0.37 -1.26
-0.66 1.01 -2.27
0.67 1.46 1.55
1.63 -1.61 -0.44
-1.60 -1.66 -2.35
0.97 1.89 0.46
2.23 0.74 -0.18
-0.12 0.86 2.14
-0.56 -2.54 -0.27
1.89 0.84 1.45
-1.05 -1.95 1.42
-1.92 1.88 -0.51
-0.11 -0.04 -0.11
0.39 -0.23 0.18
-0.81 0.20 -0.77
0.19 0.26 -0.29
-0.19 0.23 0.39
0.03 -0.02 -0.11
0.54 -0.06 0.47
-0.35 -0.33 -0.19
0.11 0.27 -0.25
-0.03 0.23 0.60
0.16 0.12 0.06
0.60 -0.75 0.18
0.16 0.57 0.39
-0.27 0.46 1.00
-0.19 -0.06 -0.37
0.02 -0.09 0.04
-0.20 0.13 -0.38
-0.05 -0.45 0.07
-1.06 0.24 0.61
0.40 0.04 -0.07
-0.07 0.00 0.03
-0.27 -0.33 -0.42
0.42 -0.09 0.01
-0.06 0.00 0.41
-0.16 0.46 -0.22
-0.03 -0.04 -0.02
-0.21 0.13 -0.35
0.04 -0.39 0.28
-0.01 0.28 0.42
0.43 0.03 -0.10
0.07 0.24 0.07
0.22 -0.32 0.05
0.23 0.37 0.04
-0.46 0.45 0.63
-0.57 0.84 -1.18
0.12 0.01 -0.05
-0.63 0.41 -1.03
-0.04 -0.88 -0.15
-0.11 0.19 0.27
0.39 -0.05 -0.12
-0.04 0.10 -0.02
0.38 -0.47 -0.22
-0.81 0.31 0.00
0.04 0.24 -0.34
0.22 0.18 0.32
-0.07 -0.01 -0.15
0.56 -0.33 -0.53
0.16 0.57 -0.18
-0.31 -0.01 0.33
-0.10 -0.09 -0.34
0.20 0.08 0.09
0.71 -0.24 0.47
-0.03 -0.12 -0.39
0.24 0.33 0.07
-0.80 0.11 0.71
-0.04 -0.13 0.06
-0.88 0.22 -0.49
-0.18 -0.20 0.31
0.25 0.27 0.13
0.20 -0.27 -0.26
-0.04 -0.07 0.04
-0.21 -0.35 0.02
0.25 -0.01 -0.35
0.25 0.04 0.35
-0.46 0.40 0.08
-0.08 -0.10 0.00
0.11 -0.38 0.00
-0.37 -0.08 0.05
0.06 0.29 -0.39
0.25 0.23 0.35



For the records above, the corresponding HOMO energy values read -13.698 -9.990 eV.
For the records above, the corresponding F_max values read 5.7 9.5 eV/Å.
For the records above, the corresponding orbital gap values read 0.324 0.294 Eh.